43
Properties=species:S:1:pos:R:3:forces:R:3:lowdin_charge:R:1 method="wB97M-V/def2-TZVPD" total_charge=0
He -0.328 -0.092 -0.140 0.056 0.021 0.042 0.1435
O 1.587 3.317 -0.347 -0.609 0.532 0.369 -0.0485
H 2.237 2.649 -0.567 0.435 -0.651 -0.182 -0.0107
H 1.189 3.549 -1.186 0.029 0.151 -0.222 0.0364
O -1.636 1.920 -2.723 -0.063 -0.111 0.101 -0.0357
H -0.773 1.669 -3.050 0.218 -0.096 -0.180 0.0334
H -1.589 2.871 -2.627 -0.091 0.260 0.056 0.0384
O -0.179 -1.791 -3.825 -0.508 0.092 -0.443 -0.0389
H -0.062 -2.665 -3.454 0.026 -0.285 0.153 0.0587
H 0.625 -1.324 -3.600 0.345 -0.051 0.315 -0.0068
O -2.079 -0.594 2.394 0.708 0.529 0.822 -0.0541
H -2.388 -1.118 1.655 -0.295 -0.675 -1.078 0.0091
H -2.246 -1.140 3.162 -0.243 -0.084 0.260 0.0681
O 3.136 1.175 -1.317 0.258 0.641 0.260 -0.0453
H 3.770 0.656 -0.822 0.176 -0.059 0.197 0.0542
H 2.567 0.527 -1.732 -0.259 -0.408 -0.247 0.0016
O 0.454 0.647 3.155 0.466 0.193 0.303 -0.0407
H 0.175 1.559 3.070 -0.231 0.352 -0.077 0.0516
H -0.327 0.136 2.942 -0.588 -0.323 -0.474 0.0051
O -1.012 2.909 1.051 -0.369 -0.198 0.297 -0.0566
H -0.184 2.982 0.577 0.713 -0.014 -0.215 -0.0221
H -1.598 3.520 0.604 -0.197 0.147 0.047 0.0297
O 1.915 -1.904 1.964 -0.523 -0.898 -0.561 -0.0548
H 2.288 -1.139 2.401 0.600 0.559 0.175 -0.0220
H 1.261 -2.237 2.579 -0.052 -0.073 0.350 0.0384
O 2.367 -0.903 -2.949 -0.285 0.090 -0.034 -0.0253
H 2.603 -0.568 -3.815 0.235 0.215 -0.355 0.0777
H 3.080 -1.500 -2.720 0.162 -0.359 0.157 0.0805
O -2.216 -0.916 -2.078 -0.492 -0.127 0.446 -0.0649
H -1.598 -1.173 -2.763 0.402 -0.277 -0.483 -0.0063
H -1.910 -0.057 -1.789 -0.146 0.410 0.072 -0.0129
O -4.002 1.473 2.293 -0.508 0.366 0.101 -0.0624
H -3.975 1.995 1.490 -0.029 0.108 -0.134 0.0189
H -3.165 1.008 2.305 0.401 -0.408 0.038 -0.0251
O 3.102 0.372 2.963 0.896 -0.197 -0.009 -0.0498
H 2.174 0.586 2.859 -1.055 0.376 0.258 -0.0223
H 3.553 0.957 2.356 0.237 0.082 -0.102 0.0460
O -2.730 -2.384 0.250 -0.651 -0.076 1.045 -0.0648
H -2.538 -1.977 -0.595 0.134 0.462 -0.831 -0.0129
H -2.012 -3.002 0.387 0.441 -0.091 -0.114 0.0017
O -0.012 -3.274 0.198 -0.407 -0.354 -0.311 -0.0491
H 0.438 -2.630 0.746 0.498 0.534 0.135 -0.0104
H 0.038 -4.090 0.696 0.162 -0.307 0.053 0.0493

117
Properties=species:S:1:pos:R:3:forces:R:3:lowdin_charge:R:1 method="wB97M-V/def2-TZVPD" total_charge=0 smiles="COC[C@H](C)N.COC[C@H](C)N.COC[C@H](C)N.COC[C@H](C)N.COC[C@H](C)N.NC(N)=O.NC(N)=O.NC(N)=O.NC(N)=O"
C 2.523 -0.602 5.800 1.105 -3.250 0.116 -0.0866
O 3.714 -0.345 5.044 -1.071 0.019 2.147 -0.1503
C 3.482 -0.465 3.705 -0.692 -0.116 -0.588 -0.2826
C 3.322 -1.861 3.179 -0.607 -0.077 -1.218 -0.4150
C 4.523 -2.796 3.375 1.198 1.728 1.114 -0.0355
N 2.787 -1.592 1.822 0.043 -0.651 0.586 0.0332
H 2.785 -0.453 6.828 0.221 -0.008 0.610 0.0717
H 2.184 -1.753 5.701 0.592 2.549 0.134 0.1320
H 1.703 0.040 5.602 -0.788 0.738 -0.812 0.0604
H 2.595 0.097 3.395 -0.255 0.086 0.154 0.1178
H 4.281 -0.006 3.216 1.578 0.806 -0.888 0.1063
H 2.483 -2.270 3.700 -0.536 -0.703 0.538 0.0977
H 5.414 -2.411 2.816 -0.659 -0.210 0.320 0.0872
H 4.336 -3.798 3.020 -0.175 -0.302 0.221 0.0459
H 4.822 -2.721 4.503 -0.601 -0.548 -1.954 0.1107
H 2.553 -2.414 1.260 0.738 0.502 -0.020 0.0604
H 3.115 -0.725 1.405 0.182 -0.729 -0.440 0.0640
C 0.511 -2.425 -2.233 1.853 -0.737 -0.305 -0.0968
O 0.274 -1.360 -3.128 -0.515 -0.532 0.802 -0.2131
C 1.329 -0.418 -3.139 -0.419 0.756 -0.442 -0.1962
C 0.961 0.450 -4.321 0.128 -1.402 -2.557 -0.4076
C 0.772 -0.417 -5.681 0.323 -0.790 1.915 -0.0351
N 1.823 1.596 -4.577 0.452 -0.638 0.276 0.0474
H 1.486 -2.905 -2.499 -0.325 0.391 0.252 0.0990
H -0.162 -3.283 -2.301 -0.673 0.679 -0.221 0.0790
H 0.611 -2.081 -1.210 -0.242 0.081 0.390 0.0771
H 1.440 0.227 -2.232 -0.342 -0.714 -0.270 0.1173
H 2.268 -0.930 -3.323 0.440 -0.145 0.025 0.1241
H -0.043 0.800 -4.224 -0.710 0.527 0.843 0.1075
H 0.687 0.278 -6.488 0.080 0.366 -0.674 0.0523
H -0.152 -1.015 -5.632 0.275 0.264 0.052 0.0506
H 1.587 -1.162 -5.854 -0.320 0.773 0.096 0.0865
H 1.213 2.216 -5.063 -0.033 0.940 -0.408 0.0602
H 2.524 1.315 -5.267 -0.019 0.197 0.355 0.0807
C -6.246 -2.556 -1.555 0.340 1.126 0.540 -0.0886
O -4.938 -2.227 -1.953 0.127 0.397 0.136 -0.2491
C -4.710 -2.241 -3.341 -0.952 -1.279 -0.639 -0.2174
C -3.313 -1.782 -3.668 -1.513 0.214 -1.028 -0.4405
C -3.129 -0.328 -3.355 1.301 0.270 1.865 -0.0459
N -3.211 -2.112 -5.101 0.373 1.879 -0.085 0.0586
H -6.947 -1.755 -1.822 0.135 0.242 0.717 0.1018
H -6.171 -2.862 -0.514 -0.375 0.638 0.274 0.0961
H -6.653 -3.383 -2.036 -0.293 -1.931 -1.335 0.0606
H -4.840 -3.311 -3.684 0.078 0.906 0.080 0.1405
H -5.452 -1.626 -3.934 0.624 -0.401 0.752 0.1502
H -2.572 -2.261 -3.091 0.711 -1.188 0.749 0.1039
H -2.075 -0.210 -3.047 -0.275 0.200 -0.175 0.0648
H -3.714 0.025 -2.480 0.053 -0.372 -0.587 0.0917
H -3.276 0.324 -4.164 -0.575 0.858 -1.259 0.0620
H -2.708 -1.350 -5.578 -0.207 -0.771 0.157 0.0745
H -2.718 -2.965 -5.234 0.498 -0.631 -0.216 0.0628
C 0.104 3.279 -2.212 0.113 -0.177 0.294 -0.1498
O 0.028 4.332 -1.239 2.034 -1.066 -0.924 -0.1884
C 1.460 4.666 -0.986 -2.388 2.690 0.549 -0.1496
C 2.209 5.096 -2.237 0.593 -0.485 1.076 -0.4548
C 3.675 5.468 -1.963 -0.407 -0.279 -0.202 -0.0412
N 1.576 6.196 -2.951 -0.692 -0.573 -0.058 0.0586
H 0.859 2.522 -1.893 -0.610 0.190 -0.054 0.0778
H 0.495 3.652 -3.169 -0.636 -0.104 0.070 0.0683
H -0.888 2.820 -2.326 0.199 0.201 -0.104 0.0859
H 1.285 5.586 -0.395 0.614 -0.327 0.114 0.1319
H 1.921 3.934 -0.352 0.354 -0.772 -0.035 0.1049
H 2.260 4.232 -2.876 0.174 -0.379 -0.494 0.0967
H 4.325 4.717 -1.553 -0.113 -0.850 0.202 0.0685
H 3.868 6.334 -1.356 -0.477 0.648 0.304 0.0758
H 4.028 5.659 -2.950 0.745 0.410 -0.758 0.0701
H 0.652 6.422 -2.593 0.111 -0.229 -0.012 0.0748
H 2.150 6.993 -2.829 0.397 1.012 -0.002 0.0462
C -1.660 -0.607 4.430 2.064 1.152 1.640 -0.1301
O -2.637 -0.021 3.625 -1.066 0.703 0.824 -0.2354
C -2.491 1.401 3.661 1.421 -0.063 -1.257 -0.1910
C -3.439 2.042 2.653 -0.010 -1.063 -0.524 -0.4613
C -3.375 3.545 2.695 -0.388 0.882 0.162 -0.0714
N -4.848 1.611 2.783 -0.124 0.683 0.795 0.0373
H -1.732 -1.673 4.532 -0.818 -0.360 0.216 0.0857
H -1.411 -0.056 5.445 -1.332 -1.093 -1.530 0.1289
H -0.724 -0.466 3.929 0.888 0.038 -0.460 0.0407
H -2.601 1.817 4.675 -0.083 -0.269 -0.130 0.1338
H -1.432 1.572 3.279 -0.965 0.307 0.672 0.1432
H -3.113 1.689 1.636 -0.130 0.310 0.744 0.1176
H -3.879 3.891 3.601 -0.156 -0.066 0.152 0.0744
H -3.987 3.927 1.860 0.595 0.108 0.231 0.0901
H -2.381 4.029 2.773 -0.387 -0.624 -0.594 0.0947
H -5.337 2.216 3.477 0.540 -0.770 -0.706 0.0851
H -4.901 0.649 3.119 0.056 0.270 -0.042 0.0617
N 2.021 -6.448 2.320 -0.321 0.868 -0.012 0.1548
C 1.701 -5.168 1.958 2.114 1.935 -2.131 -0.6150
N 0.605 -4.542 2.492 -0.579 -0.696 0.014 0.1567
O 2.461 -4.515 1.167 -1.802 -1.702 1.781 -0.0515
H 1.305 -7.004 2.738 0.054 -0.488 0.101 0.0878
H 2.801 -6.861 1.825 -0.328 0.032 0.174 0.1115
H -0.136 -5.084 2.949 0.624 0.356 -0.351 0.1068
H 0.247 -3.785 1.908 0.050 -0.201 0.383 0.0716
N -2.962 -3.198 -0.155 -1.094 1.870 0.035 0.1951
C -2.655 -2.430 0.928 1.623 -1.423 1.248 -0.6058
N -3.543 -1.504 1.361 -1.015 1.222 -1.505 0.1867
O -1.650 -2.637 1.662 -0.995 -0.423 -1.116 -0.0522
H -3.562 -2.769 -0.881 0.181 -0.646 0.509 0.0734
H -2.390 -3.962 -0.403 0.813 -0.453 -0.073 0.0919
H -4.112 -0.995 0.681 -0.034 -0.734 0.027 0.1116
H -3.130 -0.833 1.980 0.318 0.034 0.869 0.0456
N 3.947 2.345 1.677 0.760 1.094 1.668 0.1416
C 4.694 2.157 0.548 -1.900 0.425 -0.119 -0.7236
N 3.977 1.421 -0.359 2.879 -0.641 -3.465 0.1336
O 5.770 2.667 0.352 0.990 -0.060 -0.152 0.0209
H 2.999 2.016 1.661 -0.235 0.107 0.286 0.0550
H 4.274 3.042 2.385 -0.591 -1.198 -1.207 0.1339
H 3.007 1.184 -0.276 -0.330 -0.014 0.171 0.0142
H 4.486 1.282 -1.312 -1.551 0.354 2.614 0.1542
N -0.879 0.794 -0.081 0.439 0.773 -0.670 0.1897
C 0.237 0.444 0.667 0.179 -0.544 0.667 -0.5891
N 0.145 -0.526 1.629 0.400 1.271 -0.642 0.1799
O 1.341 0.977 0.463 -0.640 0.138 -0.352 -0.0457
H -0.792 1.603 -0.715 0.464 -0.743 0.783 0.0715
H -1.809 0.756 0.279 -0.193 -0.550 0.537 0.0559
H 1.068 -0.919 1.869 0.120 0.154 0.048 0.0549
H -0.608 -1.171 1.752 -0.791 -0.181 -0.378 0.0277

Asked for relative energy (zero: lowest compared OMol25 entry of this formula, charge and spin) across the records above, the calculation gives 49.1 213.8 kJ/mol in order.
Asked for HOMO-LUMO gap across the records above, the calculation gives 9.885 8.830 eV in order.